Entry 1:
The following is a quantum chemistry calculation of C5H6CeLiO4 as an isolated structure at a distorted geometry, from OMol25.

Structure (XYZ):
```
17
Properties=species:S:1:pos:R:3:mulliken_charge:R:1
O -3.00 0.51 -1.08 -0.860
C -2.37 0.09 -0.06 0.909
O -2.91 -0.48 0.89 -0.691
O -1.02 0.22 -0.14 -0.218
C -0.26 -0.23 0.92 -0.154
C 1.15 0.26 0.87 -0.980
Li -4.67 -0.22 -0.04 0.904
H -0.41 -1.30 1.09 0.428
H -0.16 0.59 1.85 0.297
H 1.68 -0.14 1.74 0.505
H 1.21 1.33 0.65 0.435
Ce -2.90 1.69 -3.22 1.778
C 2.08 -0.47 -0.53 -0.513
C 3.45 -0.23 -0.51 0.459
O 4.57 -0.04 -0.47 -0.005
H 1.66 -0.05 -1.45 0.309
H 1.92 -1.56 -0.52 0.399
```

Calculated values
* maximum force: 4.0 eV Å⁻¹
* charge: +3
* HOMO level (spin up / spin down): -18.1 / -20.3 eV
* 2S+1: 3
* LUMO energy (spin up / spin down): -11.5 / -11.5 eV
* orbital gap (spin up / spin down): 6.7 / 8.8 eV
* energy relative to the best compared isomer or geometry (same formula, charge and spin): 0.0 kcal per mole

Entry 2:
The following is a quantum chemistry calculation of one molecule with the formula C6H12Si2 at a distorted geometry, from OMol25.

Structure (XYZ):
```
20
Properties=species:S:1:pos:R:3:mulliken_charge:R:1
C 2.28 -1.49 -0.13 -0.596
C 0.31 2.57 -1.60 -0.586
C -0.24 -1.17 2.51 -0.604
C 1.09 -1.26 -0.68 -0.301
C -0.04 2.05 -0.48 -0.327
C 0.04 0.00 1.93 -0.376
Si -2.09 -0.41 -0.92 0.430
Si -0.03 0.22 -0.03 0.523
H 2.88 -2.51 -0.07 0.198
H 2.72 -0.68 0.43 0.243
H 0.15 3.66 -1.65 0.248
H 1.06 2.27 -2.37 0.269
H -0.17 -1.12 3.66 0.222
H -0.87 -1.88 1.97 0.245
H 0.68 -2.09 -1.26 0.271
H -0.67 2.80 0.08 0.220
H 0.11 0.86 2.58 0.341
H -2.61 -1.57 -0.17 -0.176
H -3.06 0.59 -1.56 -0.111
H -1.55 -0.86 -2.24 -0.133
```

Calculated values
* maximum force: 5.0 eV Å⁻¹
* charge: 0
* HOMO level: -9.0 eV
* LUMO energy: 0.8 eV
* SMILES: C=C[Si]([SiH3])(C=C)C=C
* orbital gap: 9.8 eV
* energy relative to the best compared isomer or geometry (same formula, charge and spin): 59.9 kcal per mole

Entry 3:
The following is a quantum chemistry calculation of C22H20BN5O2PdS as an isolated structure at a distorted geometry, from OMol25.

Structure (XYZ):
```
52
Properties=species:S:1:pos:R:3:mulliken_charge:R:1
Pd 1.04 1.22 0.24 -0.349
N 1.43 -2.93 -0.36 0.104
C 0.59 -3.46 -1.28 0.041
C 0.65 -4.82 -1.62 -0.701
C -0.21 -5.37 -2.55 -0.454
C -1.17 -4.58 -3.17 -0.592
C -1.27 -3.23 -2.83 -0.525
C -0.42 -2.66 -1.89 0.471
S -0.69 -1.05 -1.23 -0.043
N 0.89 -0.62 -0.74 -0.393
C 1.56 -1.56 0.02 -0.573
C 2.44 -1.23 1.01 1.479
C 3.31 -2.16 1.71 -1.162
C 4.15 -1.73 2.68 -0.233
C 4.21 -0.35 3.02 -1.074
C 3.38 0.51 2.30 0.111
N 2.54 0.15 1.35 0.055
H 2.07 -3.57 0.07 -0.025
H 1.39 -5.44 -1.13 0.281
H -0.15 -6.43 -2.79 0.318
H -1.84 -5.00 -3.91 0.320
H -2.03 -2.60 -3.28 0.354
H 3.28 -3.22 1.48 0.087
H 4.79 -2.44 3.21 0.359
H 4.88 0.03 3.78 0.327
H 3.42 1.57 2.51 0.252
C 1.44 3.01 1.18 -1.322
H 2.50 3.26 0.97 0.287
H 1.35 2.87 2.26 0.289
H 0.86 3.91 0.93 0.270
N -2.29 0.23 3.36 -0.048
C -1.27 -0.03 4.26 -0.610
C -0.12 0.04 3.52 -0.512
N -0.41 0.35 2.22 0.527
C -1.71 0.45 2.15 -0.649
H -3.27 0.25 3.58 0.177
H -1.47 -0.25 5.29 0.410
H 0.90 -0.10 3.84 0.319
H -2.26 0.70 1.25 0.441
O -1.69 2.14 -0.61 0.088
B -0.27 2.18 -0.89 0.113
O -0.15 3.05 -2.03 -0.313
C -1.38 3.45 -2.40 0.826
C -1.76 4.28 -3.43 -0.969
C -3.13 4.52 -3.60 -0.406
C -4.07 3.95 -2.75 -0.512
C -3.68 3.12 -1.70 -0.789
C -2.33 2.89 -1.53 0.469
H -1.03 4.71 -4.10 0.406
H -3.47 5.16 -4.41 0.333
H -5.12 4.14 -2.91 0.335
H -4.41 2.66 -1.04 0.404
```

Calculated values
* maximum force: 1.3 eV Å⁻¹
* charge: -2
* HOMO level: 1.4 eV
* LUMO energy: 4.8 eV
* orbital gap: 3.4 eV

Entry 4:
The following is a quantum chemistry calculation of a 2-piece molecular cluster, C8H8N2OS2 overall at a distorted geometry, from OMol25.

Structure (XYZ):
```
21
Properties=species:S:1:pos:R:3:mulliken_charge:R:1
C 2.12 0.95 -0.81 -0.478
C 3.07 0.02 -0.92 -0.093
C 1.57 -0.20 0.94 0.356
C -1.14 0.63 -1.19 -0.214
C 0.00 -2.50 -0.12 -0.293
C -2.09 0.74 -0.09 -0.455
C -0.90 -1.40 -0.40 0.334
C 0.84 -0.57 2.00 -0.776
N 1.35 0.88 0.25 -0.466
N -0.46 -0.45 -1.32 -0.326
O 1.06 -2.65 -0.80 -0.554
S 2.92 -1.16 0.24 -0.116
S -2.43 -0.94 0.44 -0.142
H 1.86 1.81 -1.36 0.472
H 3.93 -0.11 -1.62 0.376
H -0.89 1.50 -1.68 0.461
H -0.31 -3.11 0.66 0.495
H -1.64 1.38 0.71 0.309
H -3.15 1.11 -0.50 0.369
H 0.90 -1.58 2.47 0.307
H 0.00 -0.05 2.28 0.433
```

Calculated values
* maximum force: 4.2 eV Å⁻¹
* charge: 0
* HOMO level (spin up / spin down): -7.8 / -7.4 eV
* LUMO energy (spin up / spin down): -0.9 / -1.2 eV
* orbital gap (spin up / spin down): 6.9 / 6.2 eV
* energy relative to the best compared isomer or geometry (same formula, charge and spin): 89.9 kcal per mole

Entry 5:
The following is a quantum chemistry calculation of a 2-piece molecular cluster, C5H14NS overall at a distorted geometry, from OMol25.

Structure (XYZ):
```
21
Properties=species:S:1:pos:R:3:mulliken_charge:R:1
C 0.26 -0.94 -2.02 -1.043
C -0.93 2.78 -0.14 -0.805
C 1.95 -1.73 0.07 -0.800
C -0.88 -2.04 0.25 -1.119
C -0.20 0.86 1.47 -0.578
N -0.05 2.05 0.79 -0.107
S 0.35 -0.81 -0.29 0.520
H -0.84 -0.65 -2.28 0.294
H 0.76 -0.23 -2.57 0.452
H -0.37 3.64 -0.44 0.336
H -1.29 2.34 -1.12 0.276
H -1.88 3.19 0.32 0.313
H 1.62 -2.68 0.48 0.293
H 2.31 -0.97 0.77 0.301
H 2.50 -1.73 -0.85 0.378
H -0.85 -2.79 -0.58 0.418
H -1.86 -1.57 0.40 0.405
H -0.70 -2.58 1.20 0.391
H 0.46 0.80 2.24 0.408
H -1.24 0.64 1.56 0.394
H 0.89 2.41 0.72 0.275
```

Calculated values
* maximum force: 5.6 eV Å⁻¹
* charge: +1
* HOMO level (spin up / spin down): -11.4 / -11.4 eV
* LUMO energy (spin up / spin down): -4.7 / -4.7 eV
* orbital gap (spin up / spin down): 6.7 / 6.7 eV
* energy relative to the best compared isomer or geometry (same formula, charge and spin): 125.8 kcal per mole

Entry 6:
The following is a quantum chemistry calculation of C48H61BN19ORuS3 as an isolated structure at a distorted geometry, from OMol25.

Structure (XYZ):
```
134
Properties=species:S:1:pos:R:3:mulliken_charge:R:1
Ru 0.57 -0.02 0.49 2.027
C 0.29 -4.52 0.65 -2.204
C 1.64 -4.87 1.28 1.640
C 1.46 -4.92 2.80 -1.645
C 2.10 -6.22 0.73 -1.798
N 2.68 -3.86 1.00 0.573
C 3.90 -3.95 1.61 -0.572
C 4.66 -2.92 1.18 -1.248
N 3.92 -2.18 0.30 0.153
B 4.57 -1.00 -0.44 0.479
N 3.97 -0.81 -1.85 0.304
C 4.48 -1.53 -2.88 -1.304
C 3.80 -1.21 -4.00 -0.598
N 2.85 -0.29 -3.66 0.814
C 2.97 -0.05 -2.33 -0.668
S 2.14 1.10 -1.38 -0.257
C 1.94 0.22 -4.71 1.206
C 1.31 -0.99 -5.42 -1.604
C 2.77 1.04 -5.69 -1.666
C 0.82 1.06 -4.13 -2.065
N 4.55 0.32 0.38 0.697
C 5.45 1.30 0.08 -1.342
C 5.48 2.17 1.11 -0.623
N 4.59 1.75 2.06 0.811
C 4.01 0.62 1.58 -0.117
S 2.76 -0.31 2.29 -0.026
C 4.56 2.41 3.38 1.340
C 3.44 1.89 4.28 -2.280
C 4.38 3.92 3.16 -1.657
C 5.90 2.11 4.06 -1.786
C 2.70 -2.76 0.22 -0.247
S 1.46 -2.17 -0.79 -0.184
H -0.43 -5.29 0.93 0.744
H 0.36 -4.49 -0.43 0.451
H -0.07 -3.56 1.02 0.147
H 0.53 -5.43 3.04 0.542
H 1.42 -3.90 3.18 0.204
H 2.27 -5.45 3.29 0.420
H 1.36 -6.98 0.97 0.440
H 3.05 -6.53 1.15 0.411
H 2.21 -6.18 -0.36 0.389
H 4.15 -4.74 2.29 0.632
H 5.66 -2.66 1.43 0.686
H 5.71 -1.28 -0.59 -0.160
H 5.30 -2.22 -2.75 0.719
H 3.94 -1.58 -5.00 0.622
H 2.04 -1.55 -6.00 0.443
H 0.54 -0.65 -6.10 0.488
H 0.86 -1.67 -4.69 0.275
H 3.57 0.45 -6.13 0.424
H 3.21 1.90 -5.19 0.355
H 2.14 1.40 -6.50 0.437
H 0.24 0.44 -3.44 0.136
H 0.17 1.39 -4.93 0.724
H 1.20 1.93 -3.60 0.508
H 6.01 1.30 -0.83 0.701
H 6.09 3.04 1.25 0.660
H 2.47 1.98 3.81 0.553
H 3.44 2.48 5.19 0.610
H 3.61 0.85 4.55 0.521
H 3.51 4.11 2.53 0.411
H 5.25 4.37 2.70 0.433
H 4.22 4.41 4.11 0.501
H 6.00 1.04 4.25 0.368
H 5.94 2.63 5.01 0.477
H 6.74 2.43 3.45 0.382
C -4.28 -3.34 -0.42 -1.006
N -3.27 -2.34 -0.11 0.786
C -2.08 -2.09 -0.67 -0.894
N -1.55 -1.01 -0.12 0.899
C -2.48 -0.63 0.79 -1.287
N -3.52 -1.42 0.82 -0.833
C -5.64 -2.69 -0.37 0.589
C -6.67 -3.17 0.43 -0.890
C -7.90 -2.52 0.47 -0.679
C -8.12 -1.39 -0.29 -0.910
C -7.09 -0.89 -1.08 0.246
C -5.86 -1.54 -1.11 0.072
C -7.21 0.31 -1.87 0.535
N -8.26 0.89 -2.39 -0.487
N -7.83 1.93 -3.10 -0.486
C -6.54 1.98 -3.00 0.499
O -6.08 0.97 -2.22 -0.239
C -5.57 2.87 -3.60 -0.177
C -5.83 3.52 -4.81 -0.988
C -4.83 4.26 -5.40 -0.608
C -3.59 4.37 -4.80 -0.946
C -3.33 3.76 -3.58 1.157
C -1.99 4.00 -2.93 -1.410
N -1.77 3.31 -1.68 1.163
C -1.26 2.09 -1.48 -1.176
N -1.16 1.85 -0.18 0.842
C -1.67 2.98 0.38 -1.151
N -2.04 3.87 -0.50 -1.101
C -4.32 3.00 -2.99 -0.009
H -4.21 -4.15 0.31 0.402
H -4.07 -3.74 -1.41 0.310
H -1.61 -2.68 -1.44 0.509
H -2.39 0.24 1.41 0.826
H -6.52 -4.05 1.03 0.404
H -8.68 -2.90 1.11 0.414
H -9.07 -0.88 -0.28 0.535
H -5.07 -1.14 -1.73 0.537
H -6.81 3.42 -5.25 0.542
H -5.01 4.76 -6.34 0.422
H -2.81 4.95 -5.29 0.479
H -1.89 5.07 -2.71 0.406
H -1.19 3.71 -3.61 0.339
H -0.99 1.42 -2.26 0.567
H -1.77 3.15 1.43 0.973
H -4.16 2.51 -2.04 0.647
N 1.21 5.57 1.67 -0.334
C 0.88 4.34 2.07 0.002
C 1.23 3.18 1.33 -1.234
N 0.89 1.98 1.76 3.146
C 0.22 1.87 2.91 -1.464
C -0.11 3.01 3.63 -1.026
N 0.22 4.21 3.22 -0.632
H 1.64 5.73 0.78 0.216
H 0.88 6.34 2.22 0.271
H 1.78 3.25 0.40 0.242
H 0.00 0.87 3.26 0.306
H -0.64 2.95 4.56 0.497
C -0.86 -3.20 5.30 -0.835
N -1.12 -2.00 4.52 0.062
C -2.28 -1.23 4.92 -0.922
C -0.57 -1.76 3.38 -0.277
N -0.09 -1.49 2.36 0.511
H -0.82 -2.93 6.36 0.326
H 0.09 -3.65 5.01 0.252
H -1.66 -3.92 5.16 0.325
H -2.18 -0.94 5.97 0.365
H -3.19 -1.82 4.80 0.351
H -2.37 -0.33 4.30 0.225
```

Calculated values
* maximum force: 3.3 eV Å⁻¹
* charge: +2
* HOMO level (spin up / spin down): -11.9 / -11.9 eV
* 2S+1: 2
* LUMO energy (spin up / spin down): -6.7 / -5.1 eV
* orbital gap (spin up / spin down): 5.2 / 6.8 eV
* energy relative to the best compared isomer or geometry (same formula, charge and spin): 31.4 kcal per mole